Entry one
{"formula": "C3H4ClF", "method": "wB97M-V/def2-TZVPD", "symbols": ["C", "C", "C", "F", "Cl", "H", "H", "H", "H"], "xyz": [[0.59997, -0.42137, -0.10218], [0.12168, 0.79810, -0.83672], [-0.51341, -0.63002, 1.02006], [-1.72492, -0.95221, 0.56895], [-0.58943, 0.46220, 2.32501], [0.50532, -1.34196, -0.75097], [1.63791, -0.34101, 0.12582], [0.73042, 1.73554, -0.94579], [-0.76755, 0.69074, -1.40417]], "nbo_charge": [-0.56, -0.29, 0.34, -0.33, 0.00, 0.23, 0.24, 0.19, 0.17], "multiplicity": 1, "gap_ha": [0.323, 0.302], "total_charge": 0}

=====

Entry two
{"formula": "C3H4ClF", "method": "wB97M-V/def2-TZVPD", "symbols": ["C", "C", "C", "H", "H", "H", "H", "F", "Cl"], "xyz": [[0.05925, 0.01910, -0.29988], [0.89312, 1.22885, -0.36315], [1.57852, -0.09063, -0.09213], [0.85667, 1.78846, 0.56947], [1.10643, 1.91449, -1.18070], [1.85164, -0.39157, 0.90600], [2.30012, -0.49714, -0.85380], [-0.37200, -0.52723, -1.51076], [-1.05602, -0.29489, 1.09923]], "nbo_charge": [0.35, -0.47, -0.45, 0.23, 0.25, 0.23, 0.24, -0.34, -0.04], "smiles": "FC1(Cl)CC1", "multiplicity": 1, "gap_ha": 0.418, "total_charge": 0}

=====

Most stable one: entry two, least stable one: entry one.

=====

Entry one
{"formula": "C3H4ClF", "method": "wB97M-V/def2-TZVPD", "symbols": ["C", "C", "C", "F", "Cl", "H", "H", "H", "H"], "xyz": [[-0.04648, 0.26173, 0.42841], [-0.71429, -0.28410, -0.76108], [1.09379, -0.43259, -0.21875], [-0.93561, 0.55025, -1.83957], [1.43038, -2.01485, 0.45520], [-0.15516, 1.30386, 0.31998], [-0.41485, -0.16058, 1.44662], [-1.41584, -1.15618, -1.02479], [1.92809, -0.00149, -0.78896]], "nbo_charge": [-0.51, 0.23, -0.27, -0.36, -0.03, 0.25, 0.24, 0.21, 0.24], "smiles": "F[C@@H]1C[C@H]1Cl", "multiplicity": 1, "gap_ha": 0.360, "total_charge": 0}

=====

Entry two
{"formula": "C3H4ClF", "method": "wB97M-V/def2-TZVPD", "symbols": ["C", "C", "C", "F", "Cl", "H", "H", "H", "H"], "xyz": [[-0.38385, -0.72287, 0.58466], [-0.57010, 0.23380, -0.48177], [0.58392, 0.41961, 0.40145], [-1.48270, 1.19741, -0.74969], [2.21458, -0.02666, -0.05908], [-1.09998, -0.56836, 1.46390], [-0.09652, -1.64144, 0.36343], [0.41451, -0.27864, -2.54712], [0.42012, 1.38714, 1.02421]], "nbo_charge": [-0.48, 0.44, -0.33, -0.32, 0.01, 0.23, 0.24, -0.03, 0.24], "multiplicity": 1, "gap_ha": [0.362, 0.324], "total_charge": 0}

=====

Entry three
{"formula": "C3H4ClF", "method": "wB97M-V/def2-TZVPD", "symbols": ["C", "C", "C", "H", "H", "H", "H", "F", "Cl"], "xyz": [[-0.60317, 0.48474, -0.21950], [0.31806, -0.23592, 0.79751], [0.49211, -0.38736, -0.78477], [0.90090, 0.45209, 1.39048], [0.06072, -1.12168, 1.46834], [0.16662, -1.44295, -1.15858], [1.26015, 0.21992, -1.36334], [-0.28566, 1.89306, -0.06792], [-2.30972, 0.13810, -0.06222]], "nbo_charge": [0.28, -0.45, -0.45, 0.23, 0.23, 0.25, 0.25, -0.36, 0.01], "smiles": "FC1(Cl)CC1", "multiplicity": 1, "gap_ha": 0.405, "total_charge": 0}

=====

Most stable one: entry three, least stable one: entry two.